Entry 1:
21
Properties=species:S:1:pos:R:3 method="wB97M-V/def2-TZVPD" homo_energy_ev=-10.6570 max_force_ev_per_a=1.1
C 1.20733 -0.58106 0.90967
C 1.30195 -1.07189 -0.52781
C 0.49132 -0.25642 -1.49131
O 0.80701 -2.44210 -0.59777
H 0.24073 -0.17690 1.15465
H 1.96229 0.19296 1.05854
H 1.44890 -1.37385 1.60828
H 2.33425 -1.07843 -0.85504
H 0.84462 0.77367 -1.51571
H -0.57153 -0.21459 -1.27414
H 0.56541 -0.71219 -2.47988
H 1.53005 -2.97397 -0.93829
H -0.00661 4.24821 -0.45099
H 0.03975 3.23150 0.64320
O -0.42946 3.42574 -0.17873
H -2.10110 -1.42860 -0.15455
H -0.92920 -2.21058 0.35698
O -1.84896 -1.99104 0.58444
H -1.86434 2.08202 1.02044
H -2.89916 1.05731 1.37967
O -2.12325 1.50021 1.74836

***

Entry 2:
21
Properties=species:S:1:pos:R:3 method="wB97M-V/def2-TZVPD" total_charge=+1 homo_energy_ev="-13.8870 / -13.8870" multiplicity=2 max_force_ev_per_a=6.9 s2=0.756
C -0.47411 0.68899 -0.17999
O 0.88796 0.70182 -0.58901
C -1.31507 1.35761 -1.31709
C -2.84270 1.28533 -0.99551
H -0.72645 -0.29684 0.09786
H -0.75578 1.23872 0.87467
H 1.40348 0.04224 -0.02499
H -0.81233 2.29513 -1.38830
H -1.18773 0.75011 -2.20201
H -3.40703 1.76212 -1.89756
H -3.07713 0.24061 -0.66576
H -3.21546 1.73636 -0.06947
H 1.05802 -3.25015 -0.48962
H 2.35978 -3.81809 -0.51670
O 1.87717 -2.97953 -0.12746
H 1.52553 0.71893 5.02510
H 1.74600 0.60616 6.51967
O 1.53772 0.15669 5.68709
H 2.36208 -0.88783 -3.09680
H 1.57502 -1.16946 -1.85671
O 1.48101 -1.17890 -2.78743

***

Entry 3:
32
Properties=species:S:1:pos:R:3 method="wB97M-V/def2-TZVPD" total_charge=-1 homo_energy_ev=-3.9141 max_force_ev_per_a=3.5
N 2.32064 1.75864 1.86484
C 2.08143 1.38606 0.45175
C 2.76751 -0.01338 0.17747
O 2.97094 -0.26128 -1.23828
C 2.11543 -1.22081 0.94064
Si 0.33488 -1.64501 0.45837
Br -0.43880 -2.94924 2.20682
O -0.71206 -0.30704 0.37479
Si -2.40941 -0.67637 0.46097
B -3.49681 0.95621 0.16790
N -2.90580 2.13462 -0.51896
O -4.87151 1.00358 0.62597
O 0.21803 -2.71195 -0.91397
B 0.26065 -2.00748 -2.14945
O 1.31073 -2.37357 -3.05966
O -0.65744 -1.02253 -2.59274
H 2.08453 2.73493 2.05015
H 3.34173 1.72269 1.99061
H 1.01287 1.45333 0.11826
H 2.65632 2.13495 -0.19110
H 3.82325 0.08869 0.58948
H 2.48268 0.43050 -1.71012
H 2.09117 -0.93298 2.03890
H 2.73889 -2.16733 0.90964
H -2.71989 -1.55384 -0.69252
H -2.85530 -1.22691 1.74241
H -3.14358 2.03480 -1.51605
H -3.31745 2.98831 -0.10919
H -4.97389 0.43591 1.40498
H 1.92856 -2.91955 -2.54315
H -0.10739 -0.25227 -2.82156
F -3.93094 2.97828 1.48279

***

Entry 4:
24
Properties=species:S:1:pos:R:3 method="wB97M-V/def2-TZVPD" total_charge=+1 homo_energy_ev=-12.5484 max_force_ev_per_a=3.7
Be 0.59058 0.41117 -0.64522
C -0.72465 -0.71798 1.99780
C 0.24510 -1.60824 1.36960
C -0.46123 -2.96991 0.97443
O 0.79832 -0.97553 0.14370
H -0.23310 0.26349 2.07564
H -0.92291 -0.88456 3.07360
H -1.56892 -0.35616 1.34909
H 0.98209 -1.67681 2.16474
H -1.13822 -3.51824 1.69200
H 0.28488 -3.62957 0.58023
H -0.92798 -2.69530 0.09061
O 0.07763 3.00637 -1.99209
H -0.80128 3.26611 -2.19028
H 0.41379 3.77739 -1.58347
O -1.04602 0.54760 -0.87431
H -1.67881 1.24605 -0.66943
H -1.61843 -0.20735 -0.76215
O 1.29333 1.70817 0.14122
H 1.79909 1.59569 0.94326
H 1.00564 2.59449 0.18324
O 1.08247 0.32618 -2.32077
H 1.64857 -0.40770 -2.64933
H 0.90006 0.90465 -3.09213

***

Entry 5:
22
Properties=species:S:1:pos:R:3 method="wB97M-V/def2-TZVPD" total_charge=+1 homo_energy_ev=-13.0561 max_force_ev_per_a=4.1
N 0.69932 0.32501 0.92286
C 0.65610 -0.72554 -0.13431
C 1.48758 -0.46721 -1.35443
C -0.94069 -1.02379 -0.58960
N -0.86570 -2.50221 -0.62445
H 1.66849 0.54683 1.15195
H 0.17964 0.08206 1.76425
H 0.28037 1.15046 0.45499
H 0.90462 -1.71262 0.23920
H 1.64243 0.58099 -1.64604
H 1.11674 -0.77818 -2.30432
H 2.48627 -0.87565 -1.31419
H -1.33779 -0.56565 0.30677
H -1.17368 -0.50485 -1.55794
H -1.82278 -2.89082 -0.51299
H -0.48572 -2.82869 -1.52529
H -1.68862 0.51613 3.05773
H -2.74739 1.18120 2.20964
O -1.79077 0.92068 2.17641
H 0.44148 3.34753 -1.00118
H 0.57048 3.39848 0.52220
O 0.71962 2.82584 -0.24126

***

Entry 6:
24
Properties=species:S:1:pos:R:3 method="wB97M-V/def2-TZVPD" total_charge=+1 homo_energy_ev=-13.4526 max_force_ev_per_a=1.5
N 0.43406 -0.39840 1.51216
C 0.02685 -1.31933 0.42774
C -1.17611 -0.69368 -0.24882
N -1.62792 -1.13986 -1.42840
C -0.98288 -2.20337 -2.17662
O -1.70960 0.22198 0.36341
H 1.45157 -0.36304 1.57495
H 0.03544 -0.57241 2.42649
H 0.10118 0.53537 1.24558
H 0.92299 -1.52996 -0.15728
H -0.16002 -2.33013 0.80313
H -2.20535 -0.46914 -1.91461
H -1.73613 -2.91944 -2.49466
H -0.34550 -2.81050 -1.54044
H -0.47427 -1.79755 -3.03171
H -2.04119 2.51141 -0.62774
H -1.27878 3.27332 -1.67498
O -1.16837 2.57388 -1.01891
H 2.70054 1.30060 0.40586
H 3.38046 0.07399 -0.27491
O 2.74760 0.33832 0.39929
H 0.80919 3.07826 1.89552
H 1.18145 2.38299 3.24266
O 1.11480 2.25669 2.29229